1.
This record from OMol25 describes an isolated molecule of C3H6N2O2S at a distorted geometry. The level of theory is ωB97M-V/def2-TZVPD.

Last columns: bonded neighbours and bond lengths (Å).
Element x y z (Å)
1 C -0.7222 -1.3339 0.1074  C2 1.331, N4 1.348, H9 1.147
2 C 0.6070 -1.3171 0.0463  C1 1.331, S8 1.738, H10 1.133
3 C 0.4935 1.1568 0.8521  S8 1.746, H11 1.063, H12 1.146
4 N -1.3160 -0.1486 0.3490  C1 1.348, N5 1.323
5 N -1.8866 0.3801 -0.7215  N4 1.323, H13 1.068, H14 1.026
6 O 2.7564 -0.0316 0.6213  S8 1.438
7 O 1.5667 0.5405 -1.5078  S8 1.447
8 S 1.5349 0.1436 -0.1166  C2 1.738, C3 1.746, O6 1.438, O7 1.447
9 H -1.4131 -2.2451 0.1930  C1 1.147
10 H 1.1942 -2.2461 -0.2289  C2 1.133
11 H 0.0725 2.0489 0.4548  C3 1.063
12 H 0.7369 1.3520 1.9548  C3 1.146
13 H -2.2712 1.3249 -0.4057  N5 1.068
14 H -1.3529 0.3755 -1.5982  N5 1.026

Calculated values
E = -21113.193 eV
energy relative to the best compared isomer or geometry (same formula, charge and spin) = 6.657 eV
HOMO energy (spin up / spin down) = -9.043 / -8.854 eV
strongest force on any atom = 0.0732 hartree/bohr



2.
This record from OMol25 describes an isolated molecule of C4H8O3. The level of theory is ωB97M-V/def2-TZVPD.

Last columns: bonded neighbours and bond lengths (Å).
Element x y z (Å)
1 C -1.0099 0.8341 -1.1714  C2 1.515, H8 1.092, H9 1.095, H10 1.095
2 C -0.6617 -0.4140 -0.3859  C1 1.515, O3 1.412, C4 1.527, H11 1.102
3 O 0.0490 -1.2923 -1.2332  C2 1.412, H12 0.969
4 C 0.1732 -0.1002 0.8538  C2 1.527, O5 1.423, C6 1.521, H13 1.096
5 O 0.5457 -1.3564 1.4089  C4 1.423, H14 0.962
6 C 1.4441 0.6749 0.5435  C4 1.521, O7 1.208, H15 1.107
7 O 1.7163 1.7292 1.0676  C6 1.208
8 H -1.6961 0.5882 -1.9849  C1 1.092
9 H -1.4837 1.5782 -0.5228  C1 1.095
10 H -0.1078 1.2754 -1.6070  C1 1.095
11 H -1.5842 -0.8969 -0.0249  C2 1.102
12 H 0.2951 -2.0553 -0.6898  O3 0.969
13 H -0.4145 0.4983 1.5593  C4 1.096
14 H 0.6030 -1.2551 2.3638  O5 0.962
15 H 2.1314 0.1917 -0.1770  C6 1.107

Calculated values
E = -10419.504 eV
structure (SMILES) = C[C@@H](O)[C@@H](O)C=O
energy relative to the best compared isomer or geometry (same formula, charge and spin) = 1.499 eV
HOMO energy = -9.671 eV
strongest force on any atom = 0.0097 hartree/bohr